Entry 1:
Below is a 2-piece molecular cluster, C4H14N2OS overall in a non-equilibrium geometry, with properties calculated with ωB97M-V with the def2-TZVPD basis set.

```
22
Properties=species:S:1:pos:R:3:forces:R:3:lowdin_charge:R:1
N -2.813 -0.517 2.118 0.149 0.225 -0.229 -0.016
C -2.043 -0.840 0.904 -0.289 -0.465 0.490 -0.280
C -0.585 -1.099 1.249 0.033 -0.202 -0.180 -0.336
O 0.121 -1.415 0.082 1.284 0.650 -0.087 -0.187
H -3.686 -0.067 1.883 -0.066 0.059 -0.062 0.052
H -3.060 -1.355 2.622 0.062 -0.163 0.086 0.056
H -2.168 -0.047 0.167 0.205 0.112 0.095 0.105
H -2.386 -1.770 0.438 -0.141 0.093 -0.226 0.107
H -0.561 -1.970 1.922 -0.031 0.185 0.238 0.107
H -0.166 -0.242 1.805 -0.037 -0.008 -0.118 0.107
H 1.094 -0.899 0.073 -2.156 -1.303 0.034 0.012
N 2.220 -0.060 0.006 0.300 0.781 0.216 0.022
C 1.857 1.096 -0.848 0.798 0.306 -0.286 -0.289
C 0.855 0.763 -1.936 -0.264 -0.582 0.017 -0.597
S 0.632 2.050 -3.175 0.223 0.179 -0.142 0.711
H 2.328 0.234 0.970 0.124 0.010 -0.040 0.108
H 3.087 -0.496 -0.276 0.011 -0.014 -0.126 0.112
H 1.482 1.912 -0.229 0.034 -0.074 0.057 0.117
H 2.765 1.441 -1.350 -0.094 0.280 0.109 0.102
H -0.120 0.507 -1.532 0.080 -0.192 0.079 0.056
H 1.218 -0.107 -2.488 -0.146 -0.002 0.001 0.079
H -0.071 2.883 -2.407 -0.079 0.124 0.073 -0.149
```
Positions in Å, forces in eV/Å.

Summary:
Net charge: 0
Relative energy (zero: lowest compared OMol25 entry of this formula, charge and spin) (eV): 0.833
LUMO level (eV): 0.68

***

Entry 2:
Below is a 3-piece molecular cluster, C4H14N2OS overall in a non-equilibrium geometry, with properties calculated with ωB97M-V with the def2-TZVPD basis set.

```
22
Properties=species:S:1:pos:R:3:forces:R:3:lowdin_charge:R:1
C -0.484 0.473 1.831 0.430 -0.140 0.747 -0.056
C -0.439 0.495 0.320 0.085 -0.518 -0.154 -0.567
C -0.659 1.884 -0.230 -0.800 -0.468 -1.167 -0.619
S 0.718 2.840 0.188 0.076 0.338 0.255 0.789
N -1.358 -0.517 -0.173 1.490 0.810 -1.034 0.040
C -1.118 -0.939 -1.637 -0.682 -2.626 0.411 -0.257
N 0.186 -1.480 -1.895 0.328 0.565 0.107 0.058
H 0.023 -0.434 2.168 -0.110 0.042 0.042 0.075
H 0.112 1.334 2.194 -0.214 -0.021 -0.049 0.066
H -1.490 0.477 2.255 -0.019 0.265 -0.151 0.092
H 0.598 0.206 0.058 0.001 -0.117 0.260 0.121
H -0.555 1.757 -1.337 -0.096 0.012 0.180 0.095
H -1.680 2.224 -0.044 0.287 0.413 0.338 0.094
H 3.988 1.726 0.863 0.372 -0.208 -0.140 0.029
H -0.959 -1.358 0.287 -0.415 0.032 -0.018 0.063
H -1.719 -1.852 -1.581 -0.209 0.069 -0.342 0.112
H -1.572 -0.438 -2.489 0.296 1.174 0.475 0.114
H 0.456 -2.064 -1.063 0.111 -0.445 0.169 0.029
H 0.986 -0.884 -2.113 -0.630 0.376 0.071 0.087
H 3.402 2.070 1.128 -0.311 0.187 0.165 -0.016
H 1.039 -3.157 0.710 0.137 -0.307 0.080 -0.046
O 0.524 -2.365 0.561 -0.128 0.567 -0.247 -0.304
```
Positions in Å, forces in eV/Å.

Summary:
Net charge: 0
Relative energy (zero: lowest compared OMol25 entry of this formula, charge and spin) (eV): 8.039
LUMO level (eV): -4.89

***

Entry 3:
Below is a 2-piece molecular cluster, C4H14N2Si overall in a non-equilibrium geometry, with properties calculated with ωB97M-V with the def2-TZVPD basis set.

```
21
Properties=species:S:1:pos:R:3:forces:R:3:lowdin_charge:R:1
C 1.000 -0.054 -1.300 0.694 0.360 0.122 -0.127
C 1.039 1.254 0.864 1.303 -0.352 -0.879 -0.117
C 1.345 -1.164 0.901 1.792 0.587 1.154 -0.136
C 0.638 -0.042 0.174 -0.327 -0.340 0.379 -0.669
N -1.743 -0.792 -1.405 1.027 1.338 1.751 -0.055
N -2.115 1.312 0.334 -0.378 0.480 -3.409 -0.091
Si -1.270 -0.199 0.174 -0.979 -1.257 2.077 0.474
H 1.987 0.357 -1.462 0.593 -0.230 0.022 0.090
H 0.913 -1.026 -1.768 0.330 -0.376 0.051 0.077
H 0.369 0.595 -1.850 -0.769 0.824 -0.683 0.061
H 2.117 1.466 0.969 0.178 -0.392 -1.163 0.094
H 0.891 1.197 1.899 -1.507 0.143 1.587 0.054
H 0.572 2.057 0.357 -0.493 1.207 0.075 0.058
H 2.413 -1.255 0.528 -1.009 0.269 0.613 0.106
H 1.335 -1.002 2.013 0.292 0.177 -0.942 0.090
H 0.942 -2.127 0.849 -0.967 -1.563 -0.710 0.033
H -2.526 -1.375 -1.493 -0.832 -0.906 -0.383 0.007
H -0.908 -1.048 -1.880 -0.076 -0.804 -0.854 -0.020
H -2.824 1.600 0.942 -0.688 0.022 1.854 -0.016
H -2.548 1.657 -0.601 1.464 -1.092 1.779 0.076
H -1.627 -1.411 1.756 0.350 1.907 -2.439 0.008
```
Positions in Å, forces in eV/Å.

Summary:
Net charge: 0
Relative energy (zero: lowest compared OMol25 entry of this formula, charge and spin) (eV): 1.097
LUMO level (eV): 0.85

***

Entry 4:
Below is a 2-piece molecular cluster, C4H14N3 overall in a non-equilibrium geometry, with properties calculated with ωB97M-V with the def2-TZVPD basis set.

```
21
Properties=species:S:1:pos:R:3:forces:R:3:lowdin_charge:R:1
C -0.850 -2.421 -1.275 -4.158 1.210 -1.529 -0.076
C 2.004 0.552 0.878 -0.361 -1.132 -0.809 -0.029
C -0.393 -1.135 -1.940 -2.962 2.926 2.528 -0.029
C 1.375 -0.129 -0.323 -1.925 1.907 -1.637 -0.034
N -0.697 2.351 2.028 1.660 -2.231 2.982 0.031
N 0.093 -0.015 -0.702 2.207 -4.254 -0.610 -0.107
N -0.903 0.238 0.141 -0.079 -0.391 -0.108 0.112
H -1.454 -3.102 -1.985 0.899 1.425 0.557 0.130
H -0.112 -3.028 -0.963 2.832 -1.767 1.384 0.030
H -1.595 -2.213 -0.461 0.932 -0.171 -0.606 0.093
H 1.596 1.542 0.979 -0.002 0.489 0.002 0.064
H 1.918 0.060 1.848 -0.408 -0.307 -0.209 0.100
H 3.046 0.547 0.629 0.671 0.465 0.146 0.075
H 0.369 -1.169 -2.651 1.390 -0.021 -0.850 0.085
H -1.263 -0.482 -2.303 1.211 -1.315 0.086 0.136
H 1.973 -0.343 -1.232 -0.087 -0.301 1.049 0.140
H -0.884 3.055 1.409 -0.176 2.659 -1.558 0.001
H -1.582 2.053 2.391 -0.427 -0.054 0.516 0.038
H -0.728 0.896 0.873 0.351 0.898 0.891 0.030
H -0.079 2.618 2.850 -1.234 -0.119 -1.707 0.096
H -1.834 0.126 -0.192 -0.332 0.082 -0.520 0.114
```
Positions in Å, forces in eV/Å.

Summary:
Net charge: +1
Relative energy (zero: lowest compared OMol25 entry of this formula, charge and spin) (eV): 3.290
LUMO level (alpha / beta) (eV): -3.89 / -3.89

***

Entry 5:
Below is C4H14N3 as an isolated structure in a non-equilibrium geometry, with properties calculated with ωB97M-V with the def2-TZVPD basis set.

```
21
Properties=species:S:1:pos:R:3:forces:R:3:lowdin_charge:R:1
C 1.394 1.328 -1.186 0.024 0.411 0.357 -0.087
C 0.096 -0.439 1.967 0.540 -0.427 1.680 -0.107
C 1.044 1.148 0.301 -1.889 -2.357 -0.947 -0.160
C -0.289 0.211 0.611 1.795 -2.062 0.678 -0.214
N -1.319 -0.486 -1.809 2.415 2.082 -1.676 0.132
N -0.834 -1.168 -0.191 2.847 3.070 1.119 -0.043
N -1.778 -1.625 0.516 -2.560 1.954 0.499 0.029
H 0.447 1.215 -1.715 0.428 -0.031 -0.373 0.029
H 1.607 2.383 -1.311 0.464 0.178 -0.280 0.074
H 2.231 0.742 -1.638 -0.915 0.226 0.637 0.103
H -0.735 -0.644 2.689 0.453 0.879 -0.563 0.078
H 0.464 -1.514 1.891 0.183 1.509 -0.543 0.104
H 0.926 0.214 2.462 -1.817 -1.442 -0.547 0.108
H 1.821 0.797 0.997 -0.106 0.354 -0.883 0.097
H 0.560 2.032 0.675 0.548 0.805 0.258 0.104
H -1.144 0.859 0.684 -0.608 0.123 -0.123 0.109
H -0.405 -0.184 -2.334 -1.815 -0.917 1.582 0.140
H -1.675 -1.187 -2.400 -0.754 -1.536 -0.617 0.085
H -2.560 -1.032 0.958 1.729 -1.044 -0.658 0.188
H -1.919 0.327 -1.962 -0.257 0.037 0.582 0.118
H -1.909 -2.587 0.444 -0.703 -1.810 -0.181 0.113
```
Positions in Å, forces in eV/Å.

Summary:
Net charge: +1
Relative energy (zero: lowest compared OMol25 entry of this formula, charge and spin) (eV): 5.168
LUMO level (eV): -3.60

***

Entry 6:
Below is a 2-piece molecular cluster, C4H14N3 overall in a non-equilibrium geometry, with properties calculated with ωB97M-V with the def2-TZVPD basis set.

```
21
Properties=species:S:1:pos:R:3:forces:R:3:lowdin_charge:R:1
C 0.240 0.757 -2.399 -0.131 0.478 0.262 -0.074
C -0.776 -0.115 -1.680 -1.313 0.283 -0.494 -0.508
C -0.752 -0.136 -0.164 0.174 -0.357 -0.220 -0.104
N -2.161 0.233 -2.074 0.171 -0.339 0.055 0.018
H 1.281 0.476 -2.223 -0.075 -0.164 -0.253 0.074
H -0.040 0.732 -3.452 0.537 -0.188 -0.142 0.076
H 0.141 1.815 -2.130 -0.076 -0.126 0.259 0.080
H -0.685 -1.146 -2.040 0.336 0.039 0.179 0.134
H -1.563 -0.795 0.155 0.086 0.019 0.150 0.088
H 0.203 -0.553 0.158 0.048 0.103 0.045 0.047
H -0.917 0.848 0.281 0.107 0.109 -0.115 0.083
H -2.239 0.233 -3.082 -0.134 0.044 -0.018 0.070
H -2.476 1.133 -1.737 0.224 0.133 0.025 0.071
N 1.306 -1.597 2.423 -0.194 -0.100 -0.266 0.205
C 0.790 -0.397 2.443 0.567 0.146 1.417 -0.203
N 1.488 0.688 2.705 -0.769 -0.197 -0.586 0.208
H 2.299 -1.761 2.515 -0.039 -0.032 0.014 0.149
H 0.695 -2.401 2.390 0.105 0.035 -0.222 0.149
H -0.285 -0.286 2.415 -0.031 -0.129 -0.106 0.151
H 0.959 1.532 2.856 0.266 0.250 -0.172 0.142
H 2.491 0.741 2.641 0.141 -0.006 0.187 0.145
```
Positions in Å, forces in eV/Å.

Summary:
Net charge: +1
Relative energy (zero: lowest compared OMol25 entry of this formula, charge and spin) (eV): 0.990
LUMO level (eV): -3.85

***

Entry 7:
Below is a 2-piece molecular cluster, C4H14N3 overall in a non-equilibrium geometry, with properties calculated with ωB97M-V with the def2-TZVPD basis set.

```
21
Properties=species:S:1:pos:R:3:forces:R:3:lowdin_charge:R:1
C 1.687 1.078 -1.728 -0.397 -0.071 0.276 -0.175
C 0.985 2.070 -2.639 -0.273 0.586 -0.075 -0.167
H 2.620 1.495 -1.353 0.119 -0.060 -0.143 0.069
H 1.049 0.948 -0.855 -0.036 -0.194 0.274 0.025
H 1.881 0.087 -2.141 0.000 0.135 -0.219 0.064
H 0.855 2.999 -2.076 0.312 0.129 -0.220 0.068
H 1.529 2.277 -3.559 0.102 0.061 0.091 0.069
H -0.043 1.841 -2.931 0.144 -0.600 0.042 0.061
C -2.139 0.475 0.994 0.219 0.471 -0.365 -0.032
C -0.193 -1.019 0.959 -0.042 0.370 -0.544 -0.468
N -0.766 0.110 1.370 -1.195 -0.312 0.316 0.049
N 1.079 -1.219 1.275 0.821 0.146 0.702 0.208
N -0.804 -1.865 0.148 -0.479 -0.305 -0.668 0.237
H -0.522 0.422 2.299 0.427 0.049 -0.133 0.162
H 1.579 -0.402 1.592 0.128 -0.206 0.214 0.133
H 1.453 -2.117 1.532 -0.022 -0.118 -0.301 0.139
H -1.669 -1.610 -0.300 -0.316 0.029 0.433 0.120
H -0.277 -2.506 -0.426 0.365 0.018 0.264 0.143
H -2.938 -0.093 1.474 0.313 -0.234 0.104 0.104
H -2.239 0.415 -0.089 -0.062 0.054 0.006 0.092
H -2.254 1.520 1.267 -0.128 0.053 -0.054 0.099
```
Positions in Å, forces in eV/Å.

Summary:
Net charge: +1
Relative energy (zero: lowest compared OMol25 entry of this formula, charge and spin) (eV): 0.333
LUMO level (eV): -3.07

***

Entry 8:
Below is a 2-piece molecular cluster, C4H14N3 overall in a non-equilibrium geometry, with properties calculated with ωB97M-V with the def2-TZVPD basis set.

```
21
Properties=species:S:1:pos:R:3:forces:R:3:lowdin_charge:R:1
C 0.928 -2.198 -0.096 0.098 0.169 -1.290 -0.024
C 0.309 -0.614 1.597 0.276 0.752 0.401 -0.427
N 0.117 -1.076 0.366 1.116 -0.798 1.236 0.052
N 1.455 -0.824 2.277 -0.361 -0.585 -0.391 0.212
N -0.577 0.180 2.190 -0.444 0.102 -0.145 0.216
H -0.647 -0.734 -0.177 -0.385 -0.016 -0.213 0.134
H 2.097 -1.532 1.959 0.010 0.154 0.075 0.110
H 1.484 -0.613 3.261 0.000 -0.004 -0.039 0.134
H -1.480 0.380 1.800 -0.031 -0.065 -0.183 0.135
H -0.392 0.581 3.091 0.112 0.099 0.089 0.131
H 1.975 -2.085 0.143 0.206 0.137 0.476 0.082
H 0.994 -2.156 -1.186 -0.514 -0.226 0.081 0.108
H 0.555 -3.161 0.245 -0.059 0.035 -0.034 0.106
C -0.446 1.932 -1.293 -0.748 -1.739 0.411 -0.150
C -1.218 1.467 -2.539 -0.271 1.983 -0.861 -0.160
H 0.526 2.329 -1.561 0.074 0.068 0.118 0.075
H -1.018 2.639 -0.704 -0.065 0.509 -0.240 0.066
H -0.340 1.096 -0.584 0.582 0.290 -0.244 0.006
H -0.634 1.049 -3.355 0.390 -0.339 0.336 0.062
H -1.538 2.434 -2.959 -0.178 -0.323 -0.291 0.070
H -2.150 0.906 -2.476 0.194 -0.203 0.706 0.063
```
Positions in Å, forces in eV/Å.

Summary:
Net charge: +1
Relative energy (zero: lowest compared OMol25 entry of this formula, charge and spin) (eV): 0.481
LUMO level (eV): -3.01

***

Electronic energy: -743.70321, -743.43839, -559.79119, -324.74394, -324.67492, -324.82847, -324.85260, -324.84717 (hartree)